[1]
Computed, not measured: a 4-piece molecular cluster, C18H32BrF13O16P4 overall, with ωB97M-V/def2-TZVPD.

Each line ends with the Mulliken charge.
Element x y z (Å)
O 4.5764 2.9288 1.2057  -0.5191
C 5.5467 2.3702 0.8065  0.7193
O 5.8083 1.0634 0.9145  -0.3692
C 4.7024 0.1494 0.8120  -0.2998
C 4.8063 -0.6552 -0.4820  -0.8505
C 3.9330 -0.3626 -1.6875  0.5444
F 4.0238 -1.4595 -2.4878  -0.3508
F 4.3772 0.6849 -2.4209  -0.3041
C 2.3991 -0.1681 -1.4441  0.9827
F 1.7423 -0.6188 -2.5200  -0.3395
F 2.0530 -0.9526 -0.3926  -0.3180
C 1.9208 1.3171 -1.1995  0.3473
F 1.4368 1.8042 -2.3509  -0.2864
F 2.9686 2.0750 -0.8231  -0.2317
C 0.8240 1.5477 -0.1108  0.7515
F 0.7240 2.8760 0.0456  -0.3069
F 1.2310 1.0206 1.0573  -0.3204
C -0.6011 1.0190 -0.4543  0.5956
F -0.5221 -0.2218 -0.9718  -0.2622
F -1.1532 1.8338 -1.3583  -0.2830
C -1.5560 0.9476 0.7669  0.6373
F -1.5780 2.1060 1.4188  -0.2496
F -1.1950 -0.0151 1.6055  -0.2524
F -2.7864 0.6832 0.3249  -0.2690
O 6.5779 2.9807 0.1568  -0.0588
P 7.6337 4.0519 0.8866  0.2335
O 6.6504 5.2981 1.2298  -0.4276
Br 7.7571 3.2457 2.9625  -0.1923
H 4.8075 -0.5399 1.6525  0.3471
H 3.7674 0.6932 0.9589  0.1395
H 5.8418 -0.6079 -0.8369  0.5195
H 4.6076 -1.7052 -0.2442  0.3323
H 6.0492 5.4705 0.4867  0.3415
C -3.9456 -2.2471 1.5573  -0.5644
O -4.8614 -2.6169 2.5919  -0.3741
P -6.3870 -2.7766 2.2094  1.0315
O -6.6887 -3.8254 1.2343  -0.6656
O -6.9015 -1.3348 1.7616  -0.2888
C -6.9967 -0.9937 0.3724  -0.6088
O -6.9810 -2.9202 3.6577  -0.3504
C -8.3790 -2.6817 3.8669  -0.6333
H -2.9622 -2.5974 1.8589  0.3101
H -4.2134 -2.7135 0.6074  0.3710
H -3.9309 -1.1636 1.4540  0.1555
H -6.8667 -1.8751 -0.2537  0.3739
H -6.2366 -0.2486 0.1399  0.1485
H -7.9836 -0.5712 0.1965  0.2657
H -8.9727 -3.0850 3.0463  0.3302
H -8.5588 -1.6128 3.9650  0.2509
H -8.6465 -3.1901 4.7885  0.2460
C -4.1071 4.0868 0.4806  -0.6251
O -4.7429 5.3281 0.1725  -0.4178
P -3.9566 6.6618 0.4974  1.0343
O -2.7070 6.8519 -0.2404  -0.6597
O -3.7659 6.7107 2.0793  -0.3235
C -2.5266 6.3031 2.6757  -0.6545
O -5.1223 7.6882 0.2556  -0.3389
C -5.0217 9.0047 0.8142  -0.6407
H -4.5284 3.3328 -0.1793  0.3047
H -3.0301 4.1424 0.3121  0.3161
H -4.3103 3.8157 1.5175  0.3008
H -1.7567 6.1678 1.9175  0.3563
H -2.6878 5.3751 3.2227  0.2288
H -2.2147 7.0819 3.3680  0.2788
H -4.0031 9.3858 0.7387  0.3290
H -5.3354 8.9866 1.8562  0.2527
H -5.6872 9.6390 0.2361  0.2454
C 6.6134 -7.2242 -4.3415  -0.6555
O 5.8552 -6.0556 -4.0203  -0.3190
P 4.9115 -6.0933 -2.7534  1.0902
O 5.5854 -6.2891 -1.4680  -0.7111
O 3.7842 -7.1814 -3.0441  -0.3178
C 3.8907 -8.5057 -2.5050  -0.7099
O 4.1532 -4.7358 -2.9817  -0.2615
C 2.9064 -4.5120 -2.3126  -0.2712
H 7.4758 -6.8977 -4.9155  0.2532
H 6.9583 -7.7320 -3.4392  0.3357
H 6.0090 -7.9007 -4.9464  0.2489
H 4.6919 -8.5623 -1.7698  0.3626
H 4.0739 -9.2039 -3.3205  0.2471
H 2.9455 -8.7499 -2.0250  0.2659
H 2.9285 -4.9205 -1.3012  0.3480
H 2.0935 -4.9675 -2.8752  0.3008
H 2.7653 -3.4371 -2.2662  -0.1909

## Properties
SMILES = O=C(OCCC(F)(F)C(F)(F)C(F)(F)C(F)(F)C(F)(F)C(F)(F)F)OP(O)Br.COP(=O)(OC)OC.COP(=O)(OC)OC.COP(=O)(OC)OC
lowest unoccupied orbital energy = 0.41 eV
frontier orbital gap = 10.385 eV

[2]
Computed, not measured: a 6-piece molecular cluster, C18H32BrN5O2P overall, with ωB97M-V/def2-TZVPD.

Each line ends with the Mulliken charge.
Element x y z (Å)
C -0.7172 -2.1985 0.1321  -0.7131
C 0.0101 -2.3109 -1.1731  0.6889
O 0.7325 -3.2222 -1.4546  -0.5306
O -0.2532 -1.3141 -2.0813  -0.3161
C 0.9062 -0.5398 -2.4705  -0.8186
C 1.4206 0.3974 -1.3897  -0.4361
C 0.7299 1.7694 -1.2996  -1.0084
C -0.5209 1.8498 -0.4027  -0.0004
C -1.8124 2.1761 -1.1642  -1.3746
C -2.3060 0.9494 -1.9739  0.2935
P -4.0819 0.8982 -2.1252  0.3683
Br -4.7997 -1.1135 -2.3367  -0.0590
H -1.7888 -2.3324 -0.0408  0.2530
H -0.3665 -2.9753 0.8043  0.3329
H -0.5799 -1.2236 0.5987  0.1260
H 0.5866 0.0432 -3.3350  0.3340
H 1.6788 -1.2345 -2.8012  0.4398
H 2.4723 0.5790 -1.6244  0.3522
H 1.4204 -0.0945 -0.4135  0.3116
H 1.4792 2.4561 -0.9041  0.4216
H 0.4886 2.1325 -2.3033  0.5274
H -0.6507 0.9349 0.1771  0.0691
H -0.3887 2.6427 0.3343  0.2326
H -1.6024 2.9821 -1.8683  0.3165
H -2.5817 2.5070 -0.4635  0.6068
H -2.0220 0.0183 -1.4766  -0.1910
H -1.8655 0.8962 -2.9708  0.3514
H -4.5393 1.5807 -3.2528  0.2125
H -4.6961 1.4402 -0.9895  0.0956
C 2.7767 -5.8015 -1.4225  -0.6137
C 4.0407 -5.6966 -0.7057  0.3176
N 5.0325 -5.6137 -0.1360  -0.3884
H 2.5246 -4.8373 -1.8571  0.1189
H 2.8539 -6.5454 -2.2131  0.3083
H 1.9845 -6.0891 -0.7343  0.2332
C -8.5254 1.4399 0.1090  -0.7830
C -7.1848 2.0116 0.0843  0.4718
N -6.1510 2.5131 0.0913  -0.4855
H -8.7422 1.0604 1.1057  0.2833
H -9.2516 2.2090 -0.1472  0.2836
H -8.5999 0.6248 -0.6084  0.2687
C 2.2951 2.9751 2.4967  -0.9852
C 1.3131 1.9202 2.7130  0.5003
N 0.5241 1.1007 2.8689  -0.5027
H 2.6576 3.3420 3.4548  0.3772
H 3.1302 2.6035 1.9053  0.3715
H 1.8224 3.8047 1.9730  0.2886
C -1.6166 3.1027 5.1785  -0.7381
C -0.4988 3.9983 4.9095  0.3470
N 0.3952 4.6849 4.6961  -0.3914
H -1.7274 2.9637 6.2522  0.2890
H -2.5357 3.5269 4.7784  0.2596
H -1.4255 2.1382 4.7094  0.2371
C 7.9956 -3.9376 -0.2250  -0.4255
C 8.2063 -2.5819 -0.7196  0.2954
N 8.3721 -1.5149 -1.1075  -0.3772
H 6.9531 -4.2203 -0.3529  0.0490
H 8.6237 -4.6365 -0.7739  0.2525
H 8.2457 -3.9888 0.8330  0.2523

## Properties
lowest unoccupied orbital energy = -3.89 eV
net charge = +1
frontier orbital gap = 8.624 eV

[3]
Computed, not measured: a 3-piece molecular cluster, C18H32BrNO8P overall in a non-equilibrium geometry, with ωB97M-V/def2-TZVPD.

Each line ends with the Mulliken charge.
Element x y z (Å)
C -3.1252 0.4212 2.9126  -1.1663
C -3.6381 0.5087 1.4628  -0.5907
C -2.5530 0.8589 0.4553  -0.3421
C -1.8748 2.2476 0.5789  0.2334
C -0.8440 2.2920 -0.5659  1.4132
C 0.0872 3.5127 -0.6922  -0.7107
C 0.1721 4.0825 -2.1146  -0.7647
C -0.9664 5.0185 -2.4915  -0.7188
N -2.2528 4.3358 -2.6693  0.0773
C -2.5079 3.9158 -4.0033  0.3121
C -2.3072 2.4569 -4.3220  -0.9267
O -2.9082 4.6880 -4.8755  -0.6098
P -3.1338 3.4448 0.4894  -0.3424
O -2.3411 4.9106 0.2606  -0.3859
Br -3.7590 3.8748 2.7517  -0.4945
H -3.7978 0.9478 3.5823  0.2739
H -3.0989 -0.6223 3.2295  0.3702
H -2.1184 0.8153 2.9968  0.2931
H -4.5099 1.1538 1.3807  0.4406
H -4.0041 -0.4897 1.2024  0.3977
H -1.7566 0.1176 0.5230  -0.1546
H -3.0030 0.8094 -0.5532  0.1541
H -0.1929 1.4284 -0.4129  -0.2920
H -1.3635 2.1010 -1.5132  -0.8110
H -0.1417 4.2846 0.0257  0.2930
H 1.0978 3.1652 -0.4569  0.4099
H 1.1302 4.5636 -2.3107  0.4301
H 0.1317 3.2291 -2.8003  0.2325
H -1.0754 5.7969 -1.7443  0.3795
H -0.7052 5.5358 -3.4244  0.3877
H -3.0163 4.9347 -2.3848  0.2791
H -1.4604 2.3449 -4.9964  0.2086
H -3.1882 2.0694 -4.8257  0.3466
H -2.1235 1.8518 -3.4418  0.1601
H -2.0071 5.1897 1.1157  0.3039
C 4.3768 -2.0165 -0.2394  -1.4708
C 2.8739 -1.9388 -0.3136  0.5042
C 2.3156 -0.6352 -0.8354  -0.5710
O 1.0383 -0.5718 -0.1923  -0.1707
C 1.1217 -1.2751 0.9616  0.5520
O 0.3103 -1.2876 1.8212  -0.5211
O 2.2873 -1.9844 0.9996  -0.3557
H 4.6841 -2.9853 0.1540  0.2875
H 4.8203 -1.8863 -1.2266  0.3773
H 4.7722 -1.2525 0.4314  0.3637
H 2.4795 -2.7855 -0.8843  0.2220
H 2.1933 -0.6193 -1.9156  0.3638
H 2.9053 0.2302 -0.5227  0.3225
C 2.2723 -5.4111 3.8760  -1.5741
C 2.1575 -5.4604 2.3747  0.7126
C 1.8137 -6.8158 1.8017  -0.4817
O 2.4184 -6.7553 0.5014  -0.3434
C 3.4557 -5.8889 0.5745  0.6765
O 4.2721 -5.7441 -0.2752  -0.5406
O 3.4337 -5.2134 1.7462  -0.3538
H 2.5275 -4.4051 4.2052  0.3618
H 1.3277 -5.6965 4.3383  0.3868
H 3.0592 -6.0823 4.2234  0.3736
H 1.4610 -4.6941 2.0245  0.1760
H 0.7447 -6.9907 1.7152  0.3242
H 2.2747 -7.6344 2.3603  0.2918

## Properties
lowest unoccupied orbital energy = 2.05 eV
net charge = -1
frontier orbital gap = 4.230 eV

[4]
Computed, not measured: a 2-piece molecular cluster, C18H32Cl3NO4 overall in a non-equilibrium geometry, with ωB97M-V/def2-TZVPD.

Each line ends with the Mulliken charge.
Element x y z (Å)
C -2.2109 1.0920 2.9960  -1.3885
C -2.0327 0.8238 1.4946  0.8693
C -1.8756 2.1152 0.6682  -0.8520
C -0.6768 2.1656 -0.2870  -0.6530
C -0.8054 1.6674 -1.7333  -0.0166
O 0.5530 1.6119 -2.2384  -0.4043
C 0.9721 0.3434 -2.4087  -0.7917
O 2.0855 0.1021 -2.7654  -0.5755
C -0.1481 -0.6695 -2.1092  2.2947
C -0.1223 -1.6397 -3.3112  -1.3521
C -0.8474 -2.9716 -3.1686  -0.8890
O -2.1478 -2.8631 -2.5950  -0.5725
C 0.0972 -1.3998 -0.7646  -1.0579
C 1.3266 -0.9947 0.0563  -1.8451
N 2.5240 -1.7133 -0.3834  0.6375
C 2.8097 -2.9307 0.3967  -0.6318
C 3.9510 -2.8067 1.4016  -1.3181
C 3.6848 -0.9576 -0.6914  0.5864
C 3.9267 0.3822 -0.0186  -1.2026
O 4.5069 -1.4098 -1.4436  -0.6169
C -1.3656 0.2941 -2.1232  0.2294
C -2.7152 -0.1175 -1.5333  -1.6267
H -2.8367 0.3266 3.4582  0.3914
H -1.2566 1.0738 3.5248  0.3148
H -2.6909 2.0559 3.1686  0.2547
H -2.8895 0.2499 1.1415  0.2046
H -1.1486 0.1974 1.3491  -0.4971
H -1.7217 2.9307 1.3796  0.4302
H -2.8041 2.3513 0.1417  0.3412
H 0.1782 1.6763 0.1870  0.0825
H -0.3934 3.2160 -0.3895  0.3827
H -1.2891 2.4501 -2.3204  0.4513
H -0.4924 -1.1122 -4.1951  0.5771
H 0.9288 -1.8720 -3.5077  0.4224
H -0.2331 -3.6721 -2.5963  0.3525
H -0.9700 -3.4125 -4.1596  0.4658
H -2.0988 -3.1118 -1.6684  0.3513
H 0.1839 -2.4774 -0.9128  0.7491
H -0.7866 -1.2419 -0.1429  0.4170
H 1.1176 -1.2397 1.1066  0.3095
H 1.4707 0.0835 0.0247  0.4928
H 1.8909 -3.2197 0.9094  0.5151
H 3.0395 -3.7450 -0.2954  0.3915
H 3.8817 -1.8861 1.9865  0.3062
H 3.9218 -3.6435 2.1011  0.4145
H 4.9177 -2.8233 0.8999  0.3307
H 3.8655 1.1675 -0.7749  0.2911
H 3.2299 0.6176 0.7820  0.3304
H 4.9450 0.3636 0.3663  0.4140
H -1.5624 0.4040 -3.1955  0.6200
H -3.2548 0.7525 -1.1586  0.5690
H -3.3306 -0.5688 -2.3073  0.3823
H -2.6351 -0.8520 -0.7341  0.1245
Cl -3.5737 4.0072 6.2764  -0.1166
C -2.5545 5.0719 5.3098  -0.0113
Cl -0.8467 4.7597 5.6141  -0.1214
Cl -2.9260 4.9066 3.5930  -0.1003
H -2.7656 6.0926 5.5994  0.3434

## Properties
SMILES = CCCC[C@H]1OC(=O)[C@@](CCO)(CCN(CC)C(C)=O)[C@H]1C.ClC(Cl)Cl
lowest unoccupied orbital energy = 0.43 eV
frontier orbital gap = 9.249 eV